Formula: C31H32Cl4N6NiO2PSTe
Source: the OMol25 dataset
Level of theory: ωB97M-V/def2-TZVPD

Last column: Löwdin spin population.
Positions of all 79 atoms, in Å:
H -0.51 -7.12 4.48  0.000
Cl 1.00 0.83 6.69  0.000
C -3.59 -1.63 -5.24  0.000
N 0.79 4.75 -1.35  0.005
Ni 0.84 -0.20 0.04  1.671
H -5.22 -1.34 -6.61  0.000
C 5.34 -1.15 -2.73  0.002
C -1.76 -1.91 -3.50  0.005
Cl 3.08 0.31 4.38  0.001
H -0.84 4.44 -2.61  0.000
C -3.18 -1.58 -3.92  0.001
C 3.87 -0.62 -0.80  0.004
C -4.90 -1.31 -5.57  0.000
H 2.36 3.35 -1.35  0.000
S 2.43 -0.42 -1.74  0.043
C -1.31 0.68 3.42  0.001
H -0.89 5.93 -1.63  0.000
C -4.09 -1.23 -2.92  0.002
H -0.91 -4.78 5.15  0.000
Te -1.51 -0.87 -1.65  0.018
H -4.08 -0.41 -0.90  0.000
H -1.39 5.80 0.76  0.000
H -1.91 2.22 0.11  0.000
H 0.82 6.35 -0.01  0.000
C -0.59 4.88 -1.65  0.000
H -0.30 -2.93 3.61  0.000
C 0.98 0.30 2.72  0.005
H 5.69 -0.67 1.86  0.000
C -0.41 0.39 2.39  0.003
P 0.48 2.21 -0.28  0.042
N -1.45 4.17 -0.60  0.004
H 0.47 -7.64 2.28  0.000
H -3.76 -2.14 -0.98  0.000
H -1.02 -1.59 -4.24  0.000
H 1.09 3.01 -2.50  0.000
H 3.29 -0.23 1.19  -0.001
C 5.35 -0.73 0.85  0.000
C 0.41 -4.27 2.09  0.000
Cl -2.97 0.92 2.98  0.001
H 2.13 5.18 0.19  0.000
C 0.30 -6.61 2.56  0.000
C -0.14 -3.96 3.33  0.000
H -6.82 -0.71 -4.84  0.000
C 0.75 -3.17 1.23  0.003
O -0.77 0.30 1.13  0.058
C -5.80 -0.96 -4.58  0.000
C 1.39 0.43 4.04  0.001
H -1.68 4.20 1.52  0.000
H 7.03 -1.26 -0.49  0.000
N 4.03 -0.49 0.52  -0.001
C -0.88 0.81 4.75  0.000
H 1.07 -5.80 0.73  0.000
N 0.30 4.62 1.03  0.003
N 5.07 -0.94 -1.32  0.001
O 1.83 0.12 1.72  0.060
C 0.64 -5.59 1.70  -0.001
C -3.61 -1.19 -1.49  0.013
C -0.48 -5.00 4.19  0.000
H 6.24 -1.76 -2.82  0.000
C -1.26 2.68 -0.64  0.006
H 5.49 -0.20 -3.23  0.000
C -5.40 -0.91 -3.26  0.001
H -2.89 -1.90 -6.01  0.000
H -1.63 -2.97 -3.31  0.000
H 4.50 -1.67 -3.18  0.001
C -0.25 -6.32 3.80  -0.001
C -1.09 4.75 0.79  0.000
H 1.76 3.19 1.53  0.000
H -6.10 -0.63 -2.48  0.000
N 0.96 -2.25 0.59  0.032
H 0.13 2.80 2.05  0.000
C 0.71 3.23 1.23  0.003
C 6.00 -1.01 -0.30  0.000
C 1.07 5.29 -0.02  0.000
Cl -2.04 1.15 5.98  0.000
C 1.28 3.37 -1.49  0.008
C 0.46 0.68 5.06  0.000
H -1.56 2.33 -1.63  0.000
H -2.44 4.38 -0.78  0.000

LUMO level (alpha / beta): -2.48 / -2.49 eV
Charge: +1
Molar mass: 911.8 g mol⁻¹
Multiplicity: 3
HOMO-LUMO gap (alpha / beta): 6.75 / 6.71 eV

Formula: C31H32FeN5O2
Source: the OMol25 dataset
Level of theory: ωB97M-V/def2-TZVPD

Last column: Mulliken charge in e.
Positions of all 71 atoms, in Å:
H -0.99 5.20 -2.36  0.460
N 0.27 0.10 1.27  0.175
C 1.26 0.90 3.33  0.044
H 2.15 1.62 5.12  0.358
H 0.43 4.20 -2.76  0.374
C -4.21 0.74 -0.24  -1.422
H 4.39 1.26 -2.89  0.410
H -0.82 -1.02 -4.98  0.438
C 2.29 1.45 4.06  -0.956
C -0.43 -0.90 1.88  0.540
C -0.92 -4.39 -5.40  -0.335
H -5.19 1.13 -0.47  0.396
H 1.18 -1.70 3.05  0.504
C -1.78 -1.14 1.58  -0.277
C -3.04 0.85 -1.01  -0.467
N -2.52 -0.24 0.75  -0.180
C 3.72 1.02 -2.08  -1.188
H 4.52 1.81 1.60  0.147
H -2.25 2.93 0.37  0.212
N -2.01 0.28 -0.40  0.929
C -3.83 0.04 0.88  -0.178
H 1.14 2.53 -1.19  0.518
C 3.49 1.79 3.44  0.340
H 4.57 2.05 -0.30  0.348
C 1.33 0.65 1.93  0.699
H -0.35 -4.08 -2.07  0.482
C -0.85 3.31 -1.26  1.220
N 2.78 0.93 -0.09  0.239
H -3.69 -4.13 3.62  0.349
H 4.74 1.92 5.20  0.388
H -2.60 -5.17 2.71  0.278
C -1.83 3.78 -0.18  -1.599
O -0.23 -1.78 -1.17  -0.690
H -2.89 1.32 -1.96  0.553
H 0.38 5.09 -1.23  0.332
C 0.19 2.35 -0.65  -0.875
C -0.52 -3.81 -3.10  -0.318
C -0.23 4.52 -1.95  -1.779
H 4.49 3.46 4.39  0.285
H -1.15 -2.75 -6.76  0.376
C 0.14 -1.83 2.78  -0.167
H 0.33 0.65 3.82  0.561
C -2.47 -2.24 2.07  -0.427
C -0.56 -2.90 3.30  -1.106
H 2.03 -0.18 -2.94  0.439
H -2.20 -4.73 4.37  0.376
C 3.83 1.43 -0.77  -0.127
C -1.89 -3.14 2.95  0.354
H -3.49 -2.40 1.73  0.554
H 5.58 2.27 3.69  0.346
C -0.79 -2.08 -4.75  -0.243
C 2.54 1.06 1.32  0.085
C -0.97 -3.05 -5.74  -0.642
C 4.63 2.39 4.22  -1.699
C -2.63 -4.35 3.44  -1.567
C 2.54 0.28 -2.11  -0.173
H -1.29 4.40 0.54  0.433
C -0.38 -1.42 -2.36  0.572
H -4.38 -0.28 1.74  0.563
H 0.38 2.71 0.37  0.148
Fe -0.05 0.31 -0.67  0.525
H -1.43 2.78 -2.03  -0.286
O -0.36 -0.20 -2.70  -0.785
C 3.58 1.58 2.08  -0.720
H -1.06 -5.15 -6.17  0.364
N 1.97 0.23 -0.91  -0.075
H -0.06 -3.58 3.98  0.332
C -0.57 -2.46 -3.43  0.085
C -0.69 -4.77 -4.09  -0.585
H -0.65 -5.83 -3.83  0.383
H -2.65 4.37 -0.59  0.351

LUMO level: 2.91 eV
Charge: -1
Molar mass: 562.5 g mol⁻¹
Multiplicity: 1
HOMO-LUMO gap: 6.09 eV

Formula: C31H32GaN6O2S2
Source: the OMol25 dataset
Level of theory: ωB97M-V/def2-TZVPD

Last column: Mulliken charge in e.
Positions of all 74 atoms, in Å:
C -0.93 2.94 1.18  0.878
C -3.30 2.91 0.70  -0.720
H 2.74 0.80 1.79  0.416
N 2.64 -2.88 -3.11  -0.477
C -2.42 4.58 2.21  -0.886
H -1.34 -2.63 1.90  0.291
H -2.14 -1.61 0.69  0.321
C 2.53 -5.40 -3.44  0.013
C -3.35 1.53 -2.27  -0.837
C -1.32 0.53 -3.91  0.903
N 0.14 0.28 -1.94  0.218
H -1.41 0.85 3.14  0.361
C 0.93 -0.27 -4.21  -0.753
H 3.53 0.51 0.23  0.288
C 0.90 -0.62 -2.75  0.081
H -2.63 0.15 2.06  0.355
H -2.70 0.83 -5.53  0.431
H 1.60 -8.59 -3.89  0.406
C -1.12 4.06 2.01  0.659
N 0.31 2.35 1.01  0.080
H 0.88 0.14 2.99  0.232
H -4.53 1.64 -4.06  0.409
C -2.12 1.19 -1.72  0.763
C -0.17 0.22 -4.76  -0.803
H 2.16 4.53 2.77  0.445
O 4.44 -3.95 -4.56  -0.646
C -1.11 0.62 -2.54  0.063
H 2.33 2.52 1.40  0.603
H -0.24 0.41 -5.83  0.453
C 2.68 -6.75 -3.67  -0.641
H 3.09 -1.53 -1.00  0.486
C -1.19 -1.85 1.16  -1.101
H 1.82 -0.53 -4.77  0.545
H -0.08 5.51 3.23  0.465
C -2.05 2.38 0.46  -0.027
H 0.18 -1.36 3.57  0.559
C 1.29 -4.82 -3.25  0.321
C 1.52 -7.52 -3.70  -0.486
C -1.75 -0.06 2.65  -1.278
H 3.66 -7.19 -3.82  0.456
H 1.20 -2.59 1.67  0.465
C -2.56 0.90 -4.45  -0.881
S 0.08 -2.37 -2.65  -0.293
H -2.55 5.45 2.84  0.421
C -3.57 1.36 -3.64  -1.129
C 2.70 -1.95 -0.10  -1.591
N -1.67 1.40 -0.41  0.274
H 2.43 -1.80 2.63  0.444
N 2.05 -0.91 0.76  0.887
H -0.84 -5.14 -3.15  0.460
O 4.48 -4.25 -2.10  -0.635
Ga -0.01 0.50 -0.01  -0.046
C 0.27 -6.95 -3.51  -0.727
H -1.99 -0.80 3.41  0.541
C 1.35 2.95 1.57  0.160
S 3.75 -4.12 -3.32  1.102
C 0.50 -0.83 2.67  -0.779
H -4.47 4.39 1.73  0.418
H -0.51 -2.21 0.38  0.447
H 3.53 -2.40 0.45  0.424
C 3.12 0.04 1.13  -1.348
C -3.47 4.00 1.58  -0.944
C 1.45 -3.35 -3.04  1.196
C 1.26 4.10 2.36  -1.269
H 1.90 -0.74 -2.37  0.405
H -4.17 2.48 0.22  0.505
H 1.98 -2.73 -0.35  0.312
H -4.13 1.94 -1.66  0.195
H -0.61 -7.58 -3.55  0.407
C 1.58 -1.61 1.97  -0.997
H 3.93 -0.49 1.64  0.444
N -0.67 -0.60 1.79  0.488
C 0.13 -5.59 -3.28  -0.618
C 0.03 4.63 2.61  -0.586

LUMO level: -3.36 eV
Charge: +1
Molar mass: 654.5 g mol⁻¹
Multiplicity: 1
HOMO-LUMO gap: 6.41 eV

ΔE to the lowest compared entry with this formula, charge and spin across the listed records, respectively: 0.0 4.2 61.1 kcal/mol.